{
  "formula": "HO4PS",
  "method": "wB97M-V/def2-TZVPD",
  "symbols": ["O", "P", "S", "O", "O", "O", "H"],
  "coordinates": [[-1.044643, -1.116365, -0.390166], [-0.118904, 1.083625, 0.461717], [0.109146, -2.101957, -0.977415], [-0.827251, 1.718005, -0.688099], [-0.759312, 1.149980, 1.754825], [1.350341, 0.672797, 0.379091], [1.290622, -1.406084, -0.539952]],
  "atomic_forces_ev_per_a": [[0.9512, -0.4997, -0.1044], [1.6883, -1.2454, -3.1511], [0.5090, 1.4485, 0.9646], [0.5933, 0.4519, -0.0749], [-1.0987, 0.0775, 2.9486], [-1.4615, 0.6124, -0.0184], [-1.1817, -0.8452, -0.5645]],
  "lowdin_charge": [-0.9520, 0.1656, 0.2824, -0.4369, -0.4027, -0.4789, -0.1775],
  "energy_ha": -1041.14150,
  "max_force_ev_per_a": 3.79,
  "homo_energy_ev": 1.31,
  "total_charge": -2,
  "spin_multiplicity": 1,
  "homo_lumo_gap_ev": 5.05,
  "de_lowest_kj_mol": 15.88,
  "lumo_ha": 0.2338
}